1.
18
Properties=species:S:1:pos:R:3:mulliken_charge:R:1 method="wB97M-V/def2-TZVPD" spin_multiplicity=1 e_lumo_ev=0.670 orbital_gap_ev=8.98 relative_energy_kcal_mol=84.19 charge=0
N 0.69341 0.23474 -0.04998 0.19
H 3.67519 -1.57168 -0.21803 0.27
C -0.29229 2.10108 0.53210 -0.51
H -0.43463 3.16247 0.92454 0.31
H -0.73370 -0.17800 -1.65578 0.55
H 3.42477 0.19384 0.25491 0.24
N -1.00850 1.55931 -0.53648 -0.52
C 2.97314 -0.78081 0.06559 -0.81
N -2.63222 -1.31546 0.34728 -0.20
C -0.39180 0.47443 -0.89486 -0.35
H 1.17722 -1.68004 -0.70871 0.35
C 1.61683 -0.85822 -0.14754 0.08
C 0.83629 1.39413 0.77560 -0.25
C -2.57660 -1.11322 -0.90725 -0.68
H -2.72711 -0.71293 1.11338 0.23
H -2.82207 -0.08920 -1.02367 0.39
H -2.35482 -2.35581 0.68067 0.26
H 1.57689 1.53537 1.44825 0.46

***

2.
64
Properties=species:S:1:pos:R:3:mulliken_charge:R:1 method="wB97M-V/def2-TZVPD" spin_multiplicity=3 e_lumo_ev="3.909 / 3.908" orbital_gap_ev="5.02 / 6.72" relative_energy_kcal_mol=14.36 charge=-2 s_squared=2.0480
H 1.08202 0.01369 -4.09568 0.24
C 2.87750 1.81171 -0.48890 0.80
C 2.31558 -2.11311 3.57468 0.89
H -0.49121 0.68818 -3.62027 0.35
H -1.95307 -1.77160 0.09042 0.49
O -1.59175 2.72982 0.19126 -0.23
Cl 0.54916 5.05606 -0.22861 -0.15
C 1.63659 -0.86252 3.39386 -1.31
Cl 5.70777 4.28248 0.90725 -0.23
Cl 3.22468 6.11840 0.71061 -0.23
H -1.62095 -2.81350 -3.67841 0.37
H -3.55661 -4.07403 -4.58100 0.36
C 3.09335 4.46910 0.21730 -0.18
N -1.11584 -1.65071 -0.48122 -0.58
H 4.23067 -5.46735 4.23836 0.35
O -1.78414 0.36120 -1.57725 -0.85
C -3.69362 -3.35487 -3.78270 -0.78
Te -3.05372 2.77279 1.82051 1.33
H -3.53920 -0.06538 -0.45490 0.27
H 2.36342 -2.74730 1.51187 0.39
H 0.42936 3.71904 -3.00412 0.39
C 2.62621 -3.00819 2.52762 -0.36
H 0.72011 1.72138 -4.40402 0.28
C 0.57176 2.10246 -1.52692 1.08
H -0.69213 -1.14272 -2.42850 0.32
V -0.89954 1.20822 -0.13556 0.61
C 0.57752 0.89643 -3.69446 -1.01
C -0.21579 3.11629 -2.35015 -2.46
N -0.28620 -0.75050 0.23325 0.78
Cl 5.43161 1.26627 0.26761 -0.23
C 4.20483 3.65169 0.33352 0.31
F -4.85730 2.91576 2.69177 -0.55
C 0.86189 -0.48641 2.30806 0.99
H -0.92731 2.57131 -2.96743 0.58
H 1.74097 -0.14825 4.20294 0.23
C -1.52604 -0.99833 -1.72924 0.45
C 3.70510 -4.53800 4.05571 -0.45
O 1.17644 1.14196 -2.45045 -0.24
O -4.29323 -0.63714 -0.71239 -0.61
C -5.11547 -2.19380 -2.23086 -0.60
Br 0.46720 1.40475 2.18252 -0.22
H -6.08799 -1.99291 -1.79870 0.42
F -1.63761 3.97900 2.67599 -0.60
C 0.27403 -1.25694 1.31200 -1.31
H 2.53758 -1.81077 5.69438 0.32
C -2.74849 -1.71608 -2.25403 0.14
C 3.30408 -4.18895 2.77082 -0.59
C -4.02466 -1.48010 -1.71704 0.52
F -3.54450 4.47127 1.14975 -0.43
H -5.81875 -3.65192 -3.62132 0.35
H 3.73490 -3.90572 6.11212 0.33
H -0.81127 3.77200 -1.73471 0.53
C 1.89466 3.97403 -0.30460 0.84
C 2.75155 -2.48027 4.86818 -0.63
C 1.77063 2.65173 -0.78349 -0.62
Cl 2.76984 0.09363 -0.60283 -0.09
C 4.07774 2.30715 0.01441 -0.16
H 3.53238 -4.84428 1.93738 0.36
F -4.11906 2.20264 0.30793 -0.48
C -2.61506 -2.64805 -3.27533 -0.64
C -4.95325 -3.11673 -3.24588 -0.27
C 3.42540 -3.66142 5.10155 -0.41
F -2.32730 0.44049 1.10492 -0.86
H 0.23461 -2.33313 1.45243 0.64

***

3.
69
Properties=species:S:1:pos:R:3:mulliken_charge:R:1 method="wB97M-V/def2-TZVPD" spin_multiplicity=3 e_lumo_ev="4.049 / 4.049" orbital_gap_ev="6.72 / 6.71" relative_energy_kcal_mol=21.45 charge=-2 s_squared=2.0016
C 0.01749 0.30274 -4.70080 0.39
C 2.68101 -1.96106 -0.65588 0.05
C 0.18290 1.49584 -5.46229 0.10
C 1.29776 1.70248 -6.26123 0.26
O -2.23473 1.05915 -0.48103 -0.33
H -3.86866 -0.41503 -1.83472 0.07
C -3.58744 -3.08713 0.57867 -0.87
C 1.28453 2.72486 1.98789 -0.25
C 1.43338 -2.29689 1.26806 0.35
F -0.73666 2.43750 -5.43957 -0.35
C 1.63739 2.27385 6.23126 -1.24
C 3.68187 -2.76938 -0.18048 -0.49
H 5.39347 -4.01838 1.00501 0.30
H 4.57293 -2.86304 -0.80153 0.41
Pr -0.20790 -0.04496 -1.07586 1.18
S -3.00791 -1.44897 0.01441 0.98
H -4.55442 -2.07207 -1.61004 0.56
C -3.89183 -3.00943 2.09619 -1.02
O 1.73703 4.16915 -0.00725 -0.79
C 2.19952 -0.41039 -5.69693 0.33
C 2.78291 -1.38279 -2.00343 -0.02
H -5.93844 -1.27334 0.28859 0.24
H -5.15801 0.38394 0.23241 0.26
C 1.08268 -0.60874 -4.84683 0.30
N 0.09859 2.36180 -0.54390 -0.23
C 2.00519 3.65126 2.75894 -1.11
C 3.59799 -3.31581 1.04587 1.19
C 2.13927 3.43677 4.07175 -0.46
H -0.18434 1.14618 1.98710 0.10
C -5.52492 -0.47945 -0.37879 -1.09
H -4.35905 -3.41133 -0.13626 0.45
H 2.51213 4.47249 2.25278 0.46
H -2.74880 -3.75718 0.34271 0.41
C 2.41117 -3.12463 1.80240 -0.63
F 3.05896 -1.44458 -5.87502 -0.34
O -0.38772 -2.47579 2.80858 -0.83
N 1.56275 -1.81749 0.03675 0.00
H -2.89587 -3.00517 2.56986 0.24
H 2.71841 4.03157 4.80629 0.18
S -1.44570 0.02774 -3.79792 -0.60
O -1.93989 -1.82544 -0.94861 -0.79
C 0.53230 1.62935 4.00838 -1.31
H -6.27630 -0.18824 -1.06992 0.45
F 1.37290 2.86554 -6.92220 -0.34
C 0.10181 -1.86838 1.84179 -0.13
C 0.49309 1.77952 2.62746 0.41
H -4.43291 -3.88292 2.34981 0.42
H 2.26803 -3.64151 2.74566 0.50
C -1.13374 3.14801 -0.32052 -0.61
C 1.45700 2.39365 4.72181 1.32
C 2.31957 0.76851 -6.38962 0.34
O -3.48801 2.83863 0.03055 -0.73
F 1.03346 -1.83975 -4.31451 -0.47
H -4.38919 -2.08838 2.40231 0.26
C -4.35980 -1.11734 -1.12202 -0.43
O -0.44309 -0.85310 1.25480 -0.04
H -0.01055 0.83337 4.48418 0.45
H -1.05648 3.84963 0.57322 0.28
O 2.40715 1.76755 -0.14176 -0.59
H 2.32921 1.47075 6.51480 0.25
O 1.84123 -0.60039 -2.28748 -0.47
F 3.28527 0.84944 -7.35222 -0.32
O 4.66114 -3.98103 1.68087 -0.58
S 1.44549 2.75552 0.17708 1.43
C -2.45839 2.30835 -0.23191 0.34
H -1.30724 3.72244 -1.19268 0.37
H 0.64199 2.11600 6.55661 0.36
H 1.96097 3.31934 6.55913 0.33
O 3.78806 -1.71341 -2.63080 -0.84

***

4.
9
Properties=species:S:1:pos:R:3:mulliken_charge:R:1 method="wB97M-V/def2-TZVPD" spin_multiplicity=1 e_lumo_ev=-6.897 orbital_gap_ev=7.68 relative_energy_kcal_mol=82.24 charge=+1
C 0.59394 -0.67264 -1.33323 -0.22
H -1.59381 -0.06815 1.75893 0.29
H -0.37023 -0.53694 -0.73208 0.38
C 1.26871 0.60487 0.65222 -0.34
S 2.01743 -0.10623 -0.75132 0.29
N -1.15092 0.39480 0.96719 -0.38
H 0.72196 -1.18009 -2.21816 0.31
H -1.60945 1.25143 0.69645 0.27
C 0.12237 0.31295 0.96002 0.40

***

5.
20
Properties=species:S:1:pos:R:3:mulliken_charge:R:1 method="wB97M-V/def2-TZVPD" spin_multiplicity=1 e_lumo_ev=3.625 smiles="C=C(C)C[C@@H](N)C[O-]" orbital_gap_ev=6.05 relative_energy_kcal_mol=5.07 charge=-1
C -1.29765 -0.43094 0.15814 0.93
H -0.59157 -1.79394 -1.35325 0.28
H -2.47989 1.11298 1.00327 0.29
H 2.86886 1.39076 0.20014 0.19
C -2.44130 0.18157 0.45370 -1.04
O 2.61698 -0.24597 1.46922 -0.88
C 1.04878 0.35780 -0.32345 0.24
N 0.79170 1.70479 -0.91124 -0.79
H 3.13810 -0.19503 -0.54463 0.12
H -3.39281 -0.24837 0.15087 0.26
C 2.53877 0.32946 0.27016 -0.44
H 0.90812 2.43711 -0.22519 0.27
H -2.36770 -1.87550 -0.96978 0.37
H -0.18379 0.87525 1.40082 0.19
C -1.36088 -1.76098 -0.57878 -1.22
C 0.01896 0.01346 0.75390 -0.73
H 0.50324 -0.67901 1.45413 0.34
H -1.09956 -2.61127 0.05619 0.26
H 0.93652 -0.30786 -1.18486 0.16
H -0.15488 1.74570 -1.27938 0.22

***

6.
6
Properties=species:S:1:pos:R:3:mulliken_charge:R:1 method="wB97M-V/def2-TZVPD" spin_multiplicity=1 e_lumo_ev=-0.811 orbital_gap_ev=8.32 relative_energy_kcal_mol=100.41 charge=0
H 1.55771 -0.68524 -1.19785 0.06
S 0.48282 0.46938 -0.72687 0.07
C 0.33080 -0.97422 -0.10082 0.42
I -0.99520 2.30210 1.39295 0.23
S -0.30238 -2.11241 0.75730 -0.23
O -1.07376 1.00039 -0.12471 -0.56